{"formula": "C18H34F4O5", "method": "ωB97M-V with the def2-TZVPD basis set", "symbols": ["C", "C", "C", "C", "C", "C", "F", "F", "F", "C", "O", "O", "C", "C", "F", "C", "O", "H", "H", "H", "H", "H", "H", "H", "H", "H", "H", "H", "H", "H", "H", "C", "C", "O", "C", "C", "H", "H", "H", "H", "H", "H", "H", "H", "H", "H", "C", "C", "O", "C", "C", "H", "H", "H", "H", "H", "H", "H", "H", "H", "H"], "xyz": [[2.80576, -3.34854, -2.68048], [2.54144, -3.26528, -4.29258], [0.98327, -3.04890, -4.74531], [0.12362, -1.99643, -3.83170], [-0.84236, -2.67344, -2.69698], [-0.86549, -1.55201, -1.48107], [-1.79606, -1.94255, -0.36014], [0.45398, -1.30620, -0.85489], [-1.36473, -0.20932, -1.94829], [-2.45204, -2.70659, -3.14999], [-3.09596, -1.73896, -3.85034], [-3.21466, -3.88126, -2.69765], [-2.27030, -4.78487, -2.02232], [-2.31828, -6.40002, -2.40552], [-2.71240, -4.76824, -0.58998], [-0.71055, -4.25818, -2.31550], [-0.03551, -4.68384, -1.08134], [3.63249, -2.53968, -2.39279], [3.21645, -4.42684, -2.38585], [1.87184, -3.16128, -2.00255], [2.87484, -4.31999, -4.74141], [3.30206, -2.48409, -4.74700], [0.45381, -4.10692, -4.89738], [1.02008, -2.57978, -5.84253], [-0.57499, -1.38904, -4.58262], [0.89255, -1.19969, -3.40533], [-2.98479, -6.99871, -1.64736], [-1.26493, -6.91110, -2.41410], [-2.82358, -6.49459, -3.46526], [-0.36507, -5.04347, -3.10955], [-0.25500, -4.06683, -0.32112], [-2.46196, 1.09660, 0.31225], [-1.67462, 0.61481, 1.52031], [-0.96396, 1.65554, 2.18674], [-1.74871, 2.72428, 2.71151], [-2.77059, 2.27446, 3.74174], [-1.79575, 1.58561, -0.40893], [-2.95788, 0.25402, -0.18076], [-3.23094, 1.82030, 0.58882], [-0.92679, -0.11041, 1.18473], [-2.32080, 0.08587, 2.22679], [-2.22623, 3.27694, 1.89570], [-1.04988, 3.42108, 3.18849], [-3.50037, 1.58039, 3.31889], [-3.31644, 3.13645, 4.13777], [-2.27500, 1.76152, 4.57326], [2.45519, 3.77137, 3.15980], [2.84967, 4.47218, 4.45003], [3.74280, 5.56554, 4.25210], [3.26894, 6.63116, 3.43155], [2.00996, 7.29202, 3.96654], [3.34617, 3.40725, 2.63385], [1.79912, 2.92095, 3.37270], [1.92445, 4.43924, 2.47875], [3.36931, 3.75538, 5.09344], [1.96694, 4.80103, 5.00598], [3.12578, 6.28056, 2.40413], [4.07062, 7.37769, 3.39381], [1.17181, 6.59362, 4.02006], [1.71341, 8.12448, 3.32087], [2.18026, 7.67671, 4.97804]], "forces_ev_per_a": [[0.7204, -0.0879, 0.4252], [0.4457, -1.1855, 0.0531], [0.2947, 0.1800, -1.1819], [0.0862, 0.3531, -1.5258], [-1.1336, 0.6637, -0.0291], [-0.5536, 1.6565, 2.1184], [3.0459, 1.0426, -3.5132], [-4.2247, -0.8874, -2.0186], [2.0114, -4.8509, 1.2939], [-4.3997, 4.4086, -3.4140], [4.6658, -6.8824, 4.8515], [4.0431, 1.2442, -0.3324], [-0.3393, -1.2397, 0.7280], [-1.1392, 0.2740, -0.4525], [1.4828, 0.5162, -3.0308], [-1.6677, -1.1475, 2.7095], [-0.1843, 1.9331, -0.7651], [-1.8390, -1.8616, -0.4740], [-0.8546, 2.4263, -0.6152], [1.7268, -0.2865, -1.4558], [-0.7035, 2.3601, 0.8286], [-1.9516, -1.3871, 0.8027], [1.0576, 2.3904, 0.5477], [-0.1565, -1.0313, 2.3868], [1.3086, -1.3530, 1.8944], [-1.8198, -1.8598, -0.4592], [1.2753, 1.4689, -1.4338], [-1.9299, 1.3543, 0.0585], [1.1381, 0.1471, 2.0285], [-0.2735, 2.3394, 1.0916], [0.0413, -0.9816, -1.4059], [-0.1216, 0.2092, -0.0159], [-0.0186, 0.1266, -0.1343], [0.1275, 0.0847, 0.0901], [0.0435, -0.1528, -0.0243], [-0.0567, -0.1256, 0.0948], [-0.1496, -0.1328, 0.1782], [0.0990, 0.2326, 0.1413], [-0.0441, -0.0654, 0.0558], [0.0653, 0.2564, 0.2155], [-0.0939, 0.0049, 0.0043], [-0.0849, -0.0330, 0.0129], [0.0746, -0.2343, -0.1622], [-0.0146, 0.1129, -0.0049], [0.0798, -0.0863, -0.0451], [-0.0438, 0.1080, -0.1021], [0.0430, -0.0244, -0.1026], [0.0650, 0.0050, -0.1886], [0.0892, 0.0582, 0.0423], [0.0033, -0.0840, 0.1142], [-0.1056, 0.0143, 0.1295], [-0.1528, 0.0321, 0.1311], [0.0901, 0.0922, -0.0432], [-0.0741, -0.0505, 0.0425], [0.1127, 0.2658, -0.0461], [-0.0903, 0.0194, -0.0402], [-0.0946, -0.0028, 0.0013], [0.0007, -0.2872, 0.1243], [0.0148, 0.0571, -0.0950], [0.0541, -0.0918, 0.0712], [0.0091, -0.0248, -0.1561]], "total_energy_ev": -40317.759, "spin_multiplicity": 1, "lumo_energy_ev": -0.267, "total_charge": 0, "smiles": "CCCC[C@@]1(C(F)(F)F)C(=O)O[C@](C)(F)[C@@H]1O.CCOCC.CCOCC"}